No. 1
The following is a quantum chemistry calculation of 11 unconnected molecules or ions with the total composition C44H86O12 at a distorted geometry, from the Open Molecules 2025 dataset.

The total energy is -71586.887 eV. Its charge is 0. As for the multiplicity: 1. The value obtained for the LUMO energy is 0.60 eV. As for the energy relative to the best compared isomer or geometry (same formula, charge and spin): 30.1 kcal/mol. Its frontier orbital gap is 9.926 eV. The SMILES is O=C1CCCO1.C1CCOC1.C1CCOC1.C1CCOC1.C1CCOC1.C1CCOC1.C1CCOC1.C1CCOC1.C1CCOC1.C1CCOC1.C1CCOC1. As for the highest occupied orbital energy: -0.343 Ha.

Each line ends with the Mulliken charge.
Cartesian coordinates (Å):
O 0.8146 -0.3909 3.1016  -0.800
C 0.3303 -0.4003 1.9761  -0.632
C 1.0518 -0.8217 0.7338  0.936
C 0.1845 -0.2857 -0.3235  2.069
C -1.1388 -0.0911 0.3633  -0.097
O -0.8477 0.0936 1.7208  -0.094
H 2.0750 -0.4471 0.7659  -0.592
H 1.2028 -1.8952 0.6202  0.526
H 0.6445 0.6412 -0.6662  -0.879
H 0.0158 -0.9147 -1.1976  -0.809
H -1.5846 0.8115 -0.0545  0.246
H -1.8873 -0.8727 0.2332  -0.171
C 0.3248 1.0282 -5.4150  -0.136
C 1.3355 1.2532 -6.5230  -0.716
C 2.6469 1.4058 -5.7928  -0.416
O 2.3647 0.8556 -4.4691  -0.412
C 1.0954 0.2838 -4.3619  0.497
H -0.5412 0.4571 -5.7495  0.429
H -0.0681 1.9800 -5.0573  -0.170
H 1.1242 2.0735 -7.2090  0.336
H 1.3934 0.3690 -7.1580  0.300
H 2.9616 2.4485 -5.7516  0.208
H 3.4667 0.8870 -6.2896  0.324
H 0.6742 0.3503 -3.3588  -0.411
H 1.1640 -0.7600 -4.6684  0.175
C 4.9683 -1.6329 -2.4283  -0.809
C 4.9561 -3.1216 -2.7979  -0.671
C 3.4803 -3.3616 -3.0552  -0.683
O 2.9149 -2.5905 -1.9669  -0.153
C 3.6063 -1.3737 -1.8055  2.295
H 5.0528 -0.9563 -3.2787  0.407
H 5.7735 -1.3251 -1.7613  0.349
H 5.2416 -3.7707 -1.9702  0.271
H 5.5589 -3.3341 -3.6809  0.393
H 3.2158 -4.4090 -2.9101  0.312
H 3.0524 -3.1319 -4.0311  0.376
H 3.6811 -1.1417 -0.7431  -1.333
H 3.1099 -0.5790 -2.3623  -0.797
C -1.1891 -4.5569 -2.5998  -0.438
C -1.6943 -4.1207 -3.9614  -0.727
C -0.7846 -2.9401 -4.3037  -0.584
O -0.6985 -2.3084 -3.0440  -0.232
C -0.5663 -3.3104 -1.9939  0.367
H -0.3979 -5.2918 -2.7479  0.298
H -2.0027 -5.0034 -2.0281  0.252
H -2.7338 -3.7991 -4.0254  0.213
H -1.5809 -4.9071 -4.7075  0.387
H -1.2947 -2.3666 -5.0776  0.368
H 0.1922 -3.2347 -4.6874  0.286
H -1.0547 -3.0518 -1.0543  0.036
H 0.4919 -3.3508 -1.7357  -0.236
C -4.3975 0.2603 3.7473  0.219
C -3.7377 -1.0658 3.9746  -0.135
C -4.2844 -1.9654 2.8152  -0.511
O -4.9204 -1.0510 1.9179  -0.424
C -4.7093 0.3340 2.2682  0.027
H -3.7406 1.0713 4.0617  -0.420
H -5.3220 0.2888 4.3240  0.379
H -3.9529 -1.5063 4.9482  0.495
H -2.6649 -0.8772 3.9353  -0.241
H -4.9967 -2.7310 3.1227  0.379
H -3.4271 -2.4043 2.3048  0.223
H -5.5449 0.9514 1.9386  0.338
H -3.8176 0.6545 1.7294  -0.244
C 3.7122 -2.6098 1.8632  1.411
C 4.0154 -3.9124 2.6027  -0.749
C 5.2843 -3.7194 3.3392  -0.547
O 5.9630 -2.7363 2.5818  -0.547
C 5.0415 -1.9205 1.8287  0.160
H 2.9795 -1.9833 2.3719  -0.373
H 3.3386 -2.8069 0.8584  -0.565
H 4.1053 -4.7410 1.9002  0.273
H 3.1230 -4.0888 3.2032  0.360
H 5.8542 -4.6464 3.2766  0.324
H 5.2324 -3.2781 4.3345  0.290
H 5.3796 -1.7537 0.8060  -0.014
H 4.9224 -1.0097 2.4157  0.083
C -3.1766 5.1273 1.3917  -0.886
C -3.5469 3.9334 2.2046  -0.414
C -2.1356 3.3219 2.3264  0.461
O -1.6066 3.4853 0.9860  -0.089
C -2.1435 4.6695 0.3801  -0.344
H -2.8387 5.9255 2.0526  0.296
H -4.0425 5.4794 0.8312  0.405
H -4.2309 3.2018 1.7744  0.141
H -3.9908 4.1392 3.1786  0.394
H -2.1699 2.2643 2.5880  -0.430
H -1.5419 3.8089 3.1000  -0.002
H -2.6417 4.3107 -0.5206  0.353
H -1.4733 5.5171 0.2375  0.218
C -5.3856 -2.8254 -1.5975  -0.383
C -6.3488 -3.9106 -2.0074  -0.627
C -5.5580 -5.2074 -1.6166  -0.477
O -4.5448 -4.8161 -0.7743  -0.445
C -4.6657 -3.5006 -0.4134  0.511
H -5.8360 -1.8618 -1.3592  0.375
H -4.6837 -2.5523 -2.3854  0.092
H -6.5454 -3.9390 -3.0792  0.339
H -7.2802 -3.8231 -1.4481  0.305
H -5.1459 -5.7395 -2.4741  0.320
H -6.2595 -5.8606 -1.0977  0.240
H -3.6711 -3.1135 -0.1920  -0.231
H -5.2500 -3.3711 0.4976  -0.022
C 1.7356 4.9785 -3.4720  -0.760
C 1.8445 3.7690 -2.5033  0.773
C 0.3817 3.6808 -1.9960  0.338
O -0.3720 4.6962 -2.6691  -0.483
C 0.2900 4.9576 -3.9241  -0.256
H 2.4580 4.7762 -4.2628  0.372
H 1.9736 5.9339 -3.0044  0.344
H 2.6091 3.8291 -1.7288  -0.012
H 1.9840 2.8843 -3.1246  -0.532
H 0.3325 3.8790 -0.9253  -0.393
H -0.0228 2.6746 -2.1057  0.185
H -0.0366 5.9122 -4.3366  0.363
H 0.0550 4.1402 -4.6058  -0.012
C -0.0022 2.2149 5.5974  0.727
C -1.1308 2.9959 6.1612  -0.651
C -2.0934 1.9650 6.6889  0.331
O -1.1970 0.9871 7.2425  -0.496
C -0.0993 0.8835 6.2902  -0.582
H 0.9959 2.6525 5.6161  0.313
H -0.1619 2.0613 4.5302  -0.629
H -1.6794 3.7428 5.5873  0.322
H -0.8622 3.5798 7.0416  0.310
H -2.6235 1.4402 5.8941  -0.461
H -2.8277 2.3227 7.4107  0.395
H -0.2224 0.1644 5.4804  0.213
H 0.7870 0.5595 6.8356  0.342
C 4.1401 2.4555 2.1779  -0.910
C 2.7092 2.5160 2.6991  -0.314
C 1.8436 2.7016 1.4348  0.045
O 2.5638 1.8982 0.4688  -0.235
C 3.9936 1.9956 0.7279  -0.375
H 4.7348 1.8607 2.8712  0.348
H 4.5681 3.4578 2.2002  0.309
H 2.5274 3.2345 3.4983  0.530
H 2.4604 1.5763 3.1924  0.091
H 1.8910 3.7491 1.1370  0.517
H 0.7740 2.5103 1.5218  -0.435
H 4.3756 2.8065 0.1078  0.418
H 4.4797 1.0518 0.4806  0.004


No. 2
The following is a quantum chemistry calculation of a molecular structure, C44H88O44Rb2 at a distorted geometry, from the Open Molecules 2025 dataset.

The total energy is -138446.832 eV. Its charge is 0. As for the multiplicity: 1. The value obtained for the LUMO energy is -0.58 eV. As for the energy relative to the best compared isomer or geometry (same formula, charge and spin): 53.1 kcal/mol. Its frontier orbital gap is 5.056 eV. As for the highest occupied orbital energy: -0.207 Ha.

Each line ends with the Mulliken charge.
Cartesian coordinates (Å):
Rb 2.5995 -2.6849 -0.5625  0.883
Rb 4.5076 0.7758 -2.1232  0.875
O 2.2233 0.6283 -0.4036  -0.829
C 1.7159 0.4086 0.8500  0.628
C 0.2281 -0.3464 0.9606  2.117
O 0.0860 -1.7877 0.9865  -0.747
H 1.5256 1.3692 1.3288  -0.714
H 2.5295 0.0305 1.4689  -0.364
H -0.3572 0.0114 0.1136  -1.136
H -0.0890 -0.1446 1.9837  -0.841
C -5.3601 2.7725 -4.0918  -0.651
O -5.0824 2.1136 -2.8763  -0.219
C -3.9279 2.4338 -2.2527  0.841
O -2.9929 3.1189 -2.6876  -0.594
O -3.9799 1.7179 -1.1169  -0.456
C -2.8293 1.2069 -0.6026  0.256
H -6.4149 3.0456 -4.0632  0.262
H -5.2697 2.0927 -4.9390  0.038
H -4.6761 3.6034 -4.2646  0.385
H -2.5152 0.2283 -0.9656  -0.388
H -3.0400 1.2286 0.4667  0.453
H -1.9381 1.8338 -0.6338  0.005
C 0.9414 -4.0185 -6.1159  -0.790
O 0.0253 -3.3451 -5.2554  -0.253
C 0.4853 -2.7587 -4.1542  0.679
O 1.5965 -2.6310 -3.6876  -0.478
O -0.6745 -2.1794 -3.6932  -0.257
C -0.7580 -1.4823 -2.4735  0.764
H 1.9149 -3.5285 -6.1306  0.340
H 0.6687 -3.8559 -7.1587  0.285
H 0.9326 -5.0961 -5.9526  0.279
H -1.4343 -2.0352 -1.8216  0.116
H -1.2728 -0.5344 -2.6303  -0.645
H 0.1892 -1.3822 -1.9435  0.130
C -0.2886 -0.8714 4.5700  0.341
O 0.7307 0.1534 4.5813  0.065
C 0.7889 1.0352 5.6189  0.473
O -0.0458 1.2623 6.5356  -0.684
O 1.7339 1.9134 5.3310  -0.466
C 2.7627 1.8520 4.2858  -0.340
H -0.0042 -1.4149 3.6690  -0.441
H -1.2719 -0.4531 4.3546  -0.181
H -0.3218 -1.3507 5.5484  0.633
H 3.2983 2.7847 4.4633  0.281
H 2.2628 1.7906 3.3192  -0.163
H 3.5128 1.0833 4.4716  0.612
C -0.8930 0.3947 -7.2168  -0.821
O -0.9477 0.5919 -5.8095  0.144
C -0.0935 1.4187 -5.1859  0.475
O 0.9079 1.9698 -5.6447  -0.660
O -0.4549 1.4126 -3.8748  -0.105
C 0.3743 2.0583 -2.9613  -0.494
H -1.6106 -0.3770 -7.4958  0.229
H 0.1203 0.0507 -7.4238  0.332
H -1.0749 1.2602 -7.8539  0.297
H 0.2279 1.5876 -1.9891  -0.179
H 0.1210 3.0986 -2.7566  0.345
H 1.4343 1.9378 -3.1847  0.439
C 5.5668 6.1193 -3.6387  -0.674
O 4.2899 5.7975 -2.9345  -0.351
C 4.1422 4.6745 -2.2824  0.674
O 4.7911 3.6687 -2.4511  -0.456
O 3.0506 4.8066 -1.4956  -0.380
C 2.7192 3.9390 -0.4295  1.156
H 5.5451 7.0760 -4.1605  0.264
H 5.8590 5.3261 -4.3268  0.285
H 6.4179 6.0982 -2.9580  0.311
H 2.1598 4.5002 0.3189  0.035
H 3.5897 3.5799 0.1196  -0.591
H 2.0827 3.1420 -0.8141  -0.115
C -5.1788 -4.3367 3.9731  -0.821
O -5.3595 -2.9406 3.8648  -0.243
C -4.6422 -2.1345 4.7194  0.894
O -4.0344 -2.4322 5.7323  -0.617
O -4.7990 -0.9746 4.2337  -0.246
C -4.0389 0.1476 4.6195  -0.178
H -6.0834 -4.6362 4.5023  0.312
H -4.3840 -4.6887 4.6308  0.361
H -4.8605 -4.7490 3.0156  0.265
H -3.0928 -0.0149 4.1033  -0.464
H -3.7763 0.2124 5.6754  0.431
H -4.4415 1.0173 4.1001  0.278
C -0.6678 -4.9040 0.0157  0.646
O -1.0072 -6.2869 0.0680  -0.322
C -0.0869 -7.2287 0.5207  0.682
O 1.0319 -6.9537 1.0617  -0.538
O -0.6502 -8.3840 0.3447  -0.328
C -0.1234 -9.5627 0.7500  -0.682
H 0.1452 -4.6870 -0.6772  0.063
H -0.4096 -4.6869 1.0522  -0.313
H -1.4248 -4.1936 -0.3165  0.029
H -0.8185 -10.3903 0.6086  0.241
H 0.2859 -9.6200 1.7586  0.306
H 0.7537 -9.7477 0.1299  0.307
C -7.1109 -0.8369 -1.4621  -0.439
O -6.2568 -0.9126 -0.3497  -0.320
C -5.0334 -1.4368 -0.3305  0.779
O -4.3940 -1.7690 -1.3219  -0.659
O -4.6512 -1.3451 1.0016  -0.129
C -3.3684 -1.7518 1.5010  0.771
H -7.2466 -1.6910 -2.1255  0.313
H -6.7704 -0.0090 -2.0841  0.060
H -8.1188 -0.6270 -1.1042  0.254
H -3.1773 -2.8245 1.4687  0.257
H -3.2111 -1.4141 2.5254  -0.771
H -2.6294 -1.2605 0.8683  -0.268
C 8.0949 -2.2915 0.3752  -0.718
O 7.5164 -1.7966 1.5090  -0.313
C 6.1912 -1.6571 1.4945  0.703
O 5.4696 -1.6353 0.4667  -0.304
O 5.7401 -1.4620 2.7489  -0.335
C 4.4703 -1.8125 3.1296  -0.454
H 7.8338 -3.3490 0.3339  0.342
H 9.1528 -2.0430 0.4600  0.266
H 7.8107 -1.7341 -0.5173  0.222
H 4.4574 -2.8916 3.2823  0.267
H 3.6947 -1.6648 2.3781  0.089
H 4.1254 -1.3329 4.0457  0.257
C 4.9096 -5.6627 4.9675  -0.708
O 3.7871 -4.8006 4.8086  -0.304
C 2.8983 -4.9885 3.9103  0.716
O 2.9197 -5.8525 3.0612  -0.548
O 1.8185 -4.0869 4.1755  -0.254
C 0.6343 -4.2657 3.3913  -0.154
H 5.4238 -5.7718 4.0126  0.308
H 4.6430 -6.6661 5.2994  0.327
H 5.6368 -5.3127 5.7002  0.245
H 0.1537 -5.2272 3.5717  0.408
H 0.8908 -4.2531 2.3320  0.074
H -0.0790 -3.4595 3.5632  -0.031
C 2.6116 5.4629 3.2981  -1.056
O 1.7459 4.3138 3.3115  0.094
C 0.4079 4.5527 3.4118  0.357
O -0.1324 5.6675 3.5369  -0.647
O -0.2406 3.3626 3.1720  -0.035
C -1.6289 3.0569 3.4422  -0.562
H 2.3598 6.1511 4.1050  0.395
H 2.4348 6.1054 2.4355  0.342
H 3.6588 5.2588 3.5215  0.345
H -2.3254 3.8348 3.1294  0.500
H -1.7532 2.9468 4.5195  0.395
H -1.9770 2.1502 2.9474  -0.143
C -5.7300 7.3519 0.5808  -0.731
O -4.9343 6.3963 -0.0395  -0.287
C -4.0086 5.9027 0.5917  0.684
O -3.7322 5.9199 1.8158  -0.616
O -3.2320 5.2782 -0.3633  -0.324
C -2.1845 4.4785 -0.0284  -0.420
H -6.4933 7.7242 -0.1026  0.245
H -5.0314 8.1819 0.6869  0.363
H -6.2102 7.1127 1.5297  0.295
H -2.5216 3.6866 0.6405  -0.137
H -1.5045 4.9856 0.6561  0.657
H -1.5352 4.1910 -0.8554  0.304
C 9.4071 0.9066 -0.2766  -0.741
O 8.5456 1.0466 0.7801  -0.308
C 7.3737 1.6131 0.4962  0.831
O 6.8562 1.9129 -0.5804  -0.561
O 6.7077 1.5771 1.5502  -0.391
C 5.2883 1.7253 1.5608  -0.032
H 10.3601 0.6429 0.1820  0.246
H 9.6102 1.8144 -0.8448  0.327
H 9.0539 0.1568 -0.9845  0.281
H 4.8518 0.9620 0.9167  -0.108
H 4.8769 2.6833 1.2428  0.151
H 5.0018 1.5781 2.6021  0.027
C -3.5854 -0.4003 -4.8329  -0.235
O -4.9606 -0.6123 -5.0606  -0.219
C -5.3767 -0.4690 -6.3279  0.646
O -4.7043 -0.3050 -7.2810  -0.566
O -6.6398 -0.1583 -6.2313  -0.285
C -7.4374 0.3911 -7.3021  -0.775
H -3.3053 0.5809 -5.2162  0.366
H -3.0414 -1.1698 -5.3807  0.539
H -3.3755 -0.5993 -3.7820  -0.405
H -8.4188 0.5325 -6.8492  0.274
H -7.6206 -0.4499 -7.9708  0.344
H -7.1132 1.3131 -7.7847  0.298